{
  "formula": "C26H35NO15",
  "method": "ωB97M-V with the def2-TZVPD basis set",
  "elements": ["C", "C", "O", "O", "C", "C", "O", "C", "O", "N", "C", "C", "C", "C", "C", "C", "O", "C", "C", "O", "C", "C", "O", "C", "C", "O", "O", "C", "O", "C", "C", "O", "C", "O", "C", "C", "O", "C", "O", "C", "C", "O", "H", "H", "H", "H", "H", "H", "H", "H", "H", "H", "H", "H", "H", "H", "H", "H", "H", "H", "H", "H", "H", "H", "H", "H", "H", "H", "H", "H", "H", "H", "H", "H", "H", "H", "H"],
  "positions_angstrom": [[3.0807, 3.4197, 5.0472], [2.9565, 2.4190, 3.9382], [3.4014, 1.2999, 3.9515], [2.2544, 2.9318, 2.9185], [1.8509, 2.0681, 1.8650], [0.3694, 1.6967, 2.0810], [-0.3036, 1.3989, 0.8754], [-0.0058, 0.1692, 0.2812], [1.3253, 0.0751, -0.1708], [1.7360, 0.8296, -1.2340], [0.9893, 1.6596, -1.8196], [1.5520, 2.4265, -2.9690], [0.7415, 2.2347, -4.2769], [-0.7149, 2.5233, -4.0581], [-1.6612, 1.6305, -4.2983], [-1.3109, 0.2638, -4.8096], [-2.2369, -0.7441, -4.4155], [-2.4933, -0.9331, -3.1224], [-3.4310, -2.0887, -2.9293], [-2.0366, -0.2510, -2.2350], [0.1331, -0.0555, -4.3731], [0.6536, -1.3986, -4.9037], [0.7560, -2.3430, -3.8497], [-0.1686, -3.3146, -3.7714], [0.0425, -4.1459, -2.5423], [-1.0404, -3.4751, -4.5847], [0.9757, 0.9661, -4.8582], [-0.2320, -1.0191, 1.2287], [-1.6267, -1.1676, 1.4406], [-2.2927, -2.0219, 0.6566], [-3.7674, -1.9462, 0.9262], [-1.7700, -2.7456, -0.1511], [0.4384, -0.8141, 2.5872], [1.8215, -1.0705, 2.4521], [2.4395, -1.6744, 3.4959], [3.9089, -1.7706, 3.2430], [1.8524, -2.0555, 4.4701], [0.2200, 0.5987, 3.1469], [-1.0713, 0.6443, 3.7419], [-1.2293, 1.5035, 4.7600], [-2.6145, 1.4008, 5.3321], [-0.3613, 2.2360, 5.1560], [3.2210, 4.4168, 4.6421], [3.8960, 3.1470, 5.7096], [2.1422, 3.4013, 5.6011], [2.4863, 1.1786, 1.8299], [1.9481, 2.6355, 0.9364], [-0.1386, 2.5983, 2.4469], [-0.7147, 0.0833, -0.5568], [-0.0434, 1.8806, -1.5499], [2.5791, 2.1075, -3.1434], [1.5384, 3.4905, -2.7215], [1.1425, 2.9426, -5.0153], [-0.9480, 3.5098, -3.6880], [-2.7085, 1.8398, -4.1425], [-1.3595, 0.2489, -5.9069], [-3.3800, -2.7423, -3.7942], [-4.4458, -1.7125, -2.8142], [-3.1483, -2.6262, -2.0283], [0.1681, -0.0882, -3.2754], [-0.0014, -1.7996, -5.6841], [1.6608, -1.2420, -5.2955], [-0.5466, -3.7144, -1.7334], [1.0892, -4.1326, -2.2564], [-0.3031, -5.1600, -2.7187], [0.1754, -1.9189, 0.7504], [-4.2395, -2.8971, 0.6977], [-4.1839, -1.1785, 0.2762], [-3.9419, -1.6613, 1.9585], [0.0074, -1.5264, 3.3075], [4.3434, -0.8197, 3.5488], [4.3394, -2.5697, 3.8378], [4.0984, -1.9150, 2.1842], [0.9632, 0.7741, 3.9362], [-2.6252, 0.5938, 6.0625], [-3.3241, 1.1668, 4.5449], [-2.8766, 2.3286, 5.8314]],
  "forces_ev_per_angstrom": [[0.03, -0.10, -0.03], [0.19, 0.11, 0.18], [-0.03, -0.10, 0.04], [-0.18, 0.32, 0.12], [-0.14, -0.49, -0.43], [0.21, 0.31, 0.56], [-0.02, -0.10, -0.15], [-0.84, -0.17, -0.48], [-0.21, -0.28, 0.51], [1.01, -0.04, -0.43], [-0.69, 0.28, 0.28], [-0.05, -0.25, -0.41], [0.26, 0.39, 0.17], [0.04, -0.11, -0.25], [0.02, -0.04, -0.09], [0.68, 0.39, -0.03], [-0.05, -0.05, -0.31], [-0.27, -0.20, 0.36], [0.10, -0.04, -0.08], [0.00, 0.01, -0.03], [-0.34, -0.55, 0.19], [-0.19, 0.43, -0.44], [0.23, 0.06, 0.30], [0.00, -0.34, 0.03], [-0.03, 0.03, -0.07], [-0.08, -0.03, -0.03], [0.02, -0.03, -0.15], [1.03, -0.12, -0.38], [-0.02, 0.41, 0.31], [-0.27, -0.26, -0.10], [0.13, -0.05, 0.00], [0.06, 0.02, 0.03], [-0.98, -0.21, 0.51], [0.08, 0.18, -0.42], [0.10, -0.10, 0.10], [-0.01, 0.01, 0.07], [-0.03, 0.02, 0.12], [0.77, 0.24, -0.01], [-0.30, -0.30, -0.22], [-0.16, 0.10, 0.17], [0.11, 0.09, -0.05], [0.11, 0.07, 0.02], [0.00, 0.09, 0.01], [0.01, -0.03, -0.01], [-0.05, 0.03, 0.03], [-0.06, 0.27, -0.05], [-0.02, -0.10, 0.12], [0.18, -0.18, 0.03], [0.28, 0.01, 0.18], [0.01, -0.17, 0.16], [0.02, 0.10, 0.00], [0.03, 0.07, -0.01], [-0.09, -0.05, 0.17], [-0.12, 0.15, 0.07], [-0.13, 0.13, 0.04], [0.02, -0.05, 0.20], [-0.07, -0.06, 0.01], [-0.08, 0.08, 0.01], [0.00, 0.01, 0.02], [-0.06, -0.08, -0.26], [0.17, 0.07, 0.08], [-0.11, -0.05, 0.06], [0.01, 0.01, 0.04], [0.06, -0.03, 0.06], [-0.02, -0.02, -0.04], [-0.09, 0.21, 0.14], [0.03, -0.02, -0.02], [-0.04, 0.08, -0.04], [-0.08, 0.03, 0.05], [0.08, 0.21, -0.23], [0.04, 0.02, -0.03], [-0.03, -0.04, 0.01], [0.07, -0.02, -0.07], [-0.14, -0.10, -0.25], [-0.02, -0.07, 0.04], [-0.09, -0.03, -0.01], [0.02, 0.01, 0.00]],
  "e_above_lowest_kcal_mol": 0.0,
  "lumo_energy_ev": 0.59,
  "e_homo_ha": -0.351,
  "smiles": "CC(=O)OC[C@H]1O[C@@H](O/N=C/C[C@@H]2C=C[C@H](OC(C)=O)[C@@H](COC(C)=O)O2)[C@H](OC(C)=O)[C@@H](OC(C)=O)[C@@H]1OC(C)=O"
}